# 1
Formula: C3H11N3O
Source: the OMol25 dataset
Level of theory: ωB97M-V/def2-TZVPD

The geometry in XYZ format:
```
18
Properties=species:S:1:pos:R:3:forces:R:3:mulliken_charge:R:1
C -1.723 -0.891 -0.021 -0.760 0.578 -0.807 -0.906
N -0.353 -3.324 -0.598 0.130 -0.647 0.095 -0.441
C 0.200 -2.073 -0.705 -0.782 0.713 -0.355 0.036
N -0.419 -0.964 -0.628 0.813 0.089 1.107 -0.444
H -2.222 0.018 -0.378 0.005 -0.206 -0.195 0.271
H -1.660 -0.701 1.055 0.233 -0.512 0.035 0.258
H -2.393 -1.729 -0.246 -0.043 -0.009 0.268 0.312
H -1.339 -3.445 -0.771 -0.012 0.339 0.168 0.199
H 0.166 -4.077 -1.011 0.278 -0.039 0.083 0.247
H 1.276 -2.021 -0.847 0.029 -0.292 -0.356 0.359
N 1.376 1.563 -0.212 -0.859 -0.006 -0.031 -0.588
C 1.163 2.305 0.993 0.230 0.372 0.007 -0.195
O -0.071 3.035 0.925 -0.169 -0.154 -0.226 -0.550
H 0.616 0.879 -0.272 0.400 -0.382 0.009 0.287
H 1.157 2.158 -1.009 0.441 0.258 0.098 0.263
H 1.142 1.617 1.844 0.032 -0.034 -0.076 0.300
H 1.974 3.029 1.143 0.011 -0.145 -0.041 0.301
H -0.330 3.324 1.801 0.024 0.075 0.218 0.291
```
Positions in Å, forces in eV/Å.

Properties
**E_tot**: -360.37911 Ha

# 2
Formula: C8H10
Source: the OMol25 dataset
Level of theory: ωB97M-V/def2-TZVPD

The geometry in XYZ format:
```
18
Properties=species:S:1:pos:R:3:forces:R:3:mulliken_charge:R:1
C 1.479 1.245 0.862 -3.777 1.198 5.936 -1.141
C 0.410 0.811 -0.147 2.085 0.476 -2.672 0.527
C -0.241 1.590 -1.050 0.958 1.195 0.827 -0.824
C 0.572 -0.674 -0.247 2.667 2.068 0.239 0.495
C 1.992 -1.347 -0.178 0.524 -0.601 1.329 -1.043
C -0.566 -1.279 -0.141 -4.641 -1.278 0.941 -0.396
C -1.796 -0.497 0.180 -0.091 -0.514 -0.588 -0.673
C -2.890 -0.032 0.426 -0.463 -1.173 1.076 0.085
H 2.517 1.416 0.642 0.199 -0.535 -0.473 0.316
H 1.195 0.367 1.652 1.950 2.112 -1.301 0.273
H 1.222 2.290 1.791 0.367 -2.790 -3.410 0.267
H 0.005 2.615 -0.766 -0.495 0.235 -0.430 0.299
H -0.880 1.557 -1.993 0.894 -1.044 1.756 0.288
H 2.959 -0.999 -0.764 -2.476 0.054 1.156 0.270
H 2.359 -1.531 1.042 -1.262 0.354 -3.797 0.210
H 1.658 -2.257 -0.689 1.008 -0.650 0.626 0.383
H -0.924 -2.330 -0.087 1.362 0.340 -0.275 0.312
H -3.869 -0.033 0.945 1.190 0.552 -0.941 0.352
```
Positions in Å, forces in eV/Å.

Properties
**E_tot**: -310.56886 Ha

# 3
Formula: C33H37AsCl4InN3O6Te
Source: the OMol25 dataset
Level of theory: ωB97M-V/def2-TZVPD

The geometry in XYZ format:
```
86
Properties=species:S:1:pos:R:3:forces:R:3:mulliken_charge:R:1
In 0.799 0.664 -1.093 -0.024 -0.202 -0.091 2.301
Cl -2.524 5.863 -4.324 0.003 0.000 -0.025 -0.228
C -1.896 4.799 -3.116 -0.014 0.042 0.089 0.211
C -2.133 5.041 -1.775 0.015 -0.051 -0.128 0.391
Cl -3.056 6.418 -1.290 0.005 0.011 0.021 -0.225
C -1.633 4.153 -0.816 0.032 -0.045 0.013 0.234
Cl -1.916 4.449 0.863 0.003 -0.031 0.098 -0.213
C -0.901 3.020 -1.164 -0.149 0.002 0.018 -0.200
O -0.471 2.149 -0.280 -0.056 0.091 -0.166 -0.530
C -0.620 2.797 -2.547 0.029 0.108 0.013 -1.022
O 0.113 1.742 -2.870 0.158 -0.072 0.290 -0.597
C -1.138 3.681 -3.484 -0.030 -0.015 0.043 0.351
Cl -0.853 3.358 -5.166 0.182 0.054 -0.140 -0.194
C -2.777 -5.188 3.446 -0.094 -0.126 -0.026 -1.012
O -1.871 -4.190 3.021 0.019 0.029 -0.043 -0.392
C -1.314 -3.398 3.981 0.084 -0.004 0.070 0.992
C -1.458 -3.589 5.342 -0.085 -0.102 0.053 -0.381
C -0.875 -2.702 6.240 0.044 0.063 -0.017 -0.780
C -0.165 -1.615 5.767 0.003 -0.029 0.056 -1.322
C -0.011 -1.421 4.399 -0.048 0.019 -0.101 0.163
C -0.558 -2.319 3.493 0.085 0.140 0.123 -0.405
N -0.476 -2.211 2.098 -0.084 -0.061 0.018 -0.098
C 0.244 -1.330 1.328 -0.083 -0.358 -0.186 0.168
N 1.513 -1.117 1.734 -0.058 0.010 0.287 -0.124
C 2.405 -0.049 1.491 0.264 0.216 -0.140 0.260
C 2.425 0.739 0.352 -0.486 -0.086 -0.435 -0.305
C 3.376 1.754 0.253 0.176 0.038 0.187 -1.190
C 4.318 1.954 1.244 -0.049 0.023 -0.066 -1.430
C 4.316 1.146 2.376 0.106 -0.014 0.084 -0.377
C 3.363 0.156 2.502 -0.061 -0.052 0.024 0.984
O 3.257 -0.680 3.582 -0.028 -0.031 -0.040 -0.367
C 4.197 -0.536 4.627 0.050 -0.002 0.103 -1.079
N -0.257 -0.897 0.205 0.181 0.424 0.124 -0.374
C -1.665 -0.937 0.060 -0.208 -0.007 0.161 -0.334
C -2.259 -1.634 -0.978 0.017 -0.022 0.116 -0.699
C -3.638 -1.607 -1.157 -0.076 -0.043 -0.110 -0.855
C -4.427 -0.863 -0.301 0.024 -0.032 -0.022 -0.747
C -3.851 -0.164 0.755 -0.097 0.037 0.014 -0.582
C -2.481 -0.208 0.955 0.142 -0.048 -0.085 0.559
O -1.844 0.390 1.983 0.045 0.044 -0.097 0.262
C -2.543 1.402 2.691 -0.005 0.011 0.151 -1.165
H -3.176 -5.640 2.541 0.009 0.014 0.001 0.257
H -3.598 -4.758 4.026 0.024 0.014 0.003 0.424
H -2.277 -5.960 4.036 0.021 0.037 0.012 0.351
H -2.026 -4.429 5.718 0.004 0.018 -0.026 0.414
H -0.991 -2.863 7.303 -0.011 0.006 -0.003 0.390
H 0.264 -0.899 6.455 0.010 -0.013 -0.009 0.423
H 0.514 -0.546 4.046 0.039 0.018 -0.059 0.651
H -1.231 -2.679 1.619 -0.013 0.041 -0.078 0.506
H 1.776 -1.645 2.554 -0.032 -0.079 -0.019 0.473
H 3.386 2.391 -0.624 -0.005 -0.003 0.023 0.688
H 5.058 2.740 1.156 -0.010 0.000 -0.022 0.428
H 5.058 1.302 3.146 -0.032 -0.020 0.005 0.428
H 5.211 -0.759 4.286 -0.016 0.000 -0.025 0.396
H 3.906 -1.251 5.393 0.020 -0.005 -0.010 0.253
H 4.174 0.471 5.050 -0.034 -0.001 -0.019 0.415
H -1.620 -2.207 -1.636 0.049 -0.009 -0.003 0.752
H -4.089 -2.162 -1.971 0.008 0.001 0.006 0.424
H -5.499 -0.829 -0.437 -0.003 0.011 -0.012 0.445
H -4.482 0.413 1.418 0.038 -0.036 0.005 0.533
H -1.788 1.978 3.220 -0.001 -0.016 -0.021 0.228
H -3.238 0.967 3.415 -0.007 -0.032 -0.051 0.369
H -3.076 2.061 2.008 0.034 0.044 -0.028 0.370
C 5.263 1.391 -2.859 -0.249 -0.135 0.043 -1.126
Te 3.187 0.950 -3.263 0.797 0.419 -0.557 0.535
C 3.033 2.604 -4.630 0.009 -0.185 0.155 -0.815
H 5.850 1.251 -3.763 -0.037 -0.032 -0.010 0.373
H 5.607 0.706 -2.087 -0.010 0.001 -0.008 0.325
H 5.367 2.413 -2.503 -0.092 0.001 0.011 0.343
H 3.532 3.470 -4.203 -0.010 -0.033 0.060 0.398
H 1.979 2.824 -4.759 -0.120 0.017 -0.012 0.047
H 3.490 2.342 -5.582 -0.014 -0.018 0.033 0.384
C -0.968 -2.650 -4.377 0.045 0.172 0.048 -1.253
As -0.400 -0.822 -3.993 -0.516 -0.103 -0.825 1.121
C 0.534 -0.271 -5.586 -0.011 0.058 0.162 -1.045
C -2.016 0.231 -3.964 0.161 -0.024 -0.028 -0.612
O 0.592 -0.930 -2.665 0.134 0.200 0.797 -0.597
H -0.566 -2.963 -5.339 0.019 0.009 0.003 0.453
H -2.055 -2.713 -4.412 0.007 0.043 0.021 0.335
H -0.591 -3.311 -3.600 0.046 0.050 0.023 0.339
H -0.069 -0.548 -6.451 -0.013 0.006 0.015 0.445
H 1.498 -0.774 -5.620 0.022 -0.034 -0.008 0.374
H 0.676 0.808 -5.566 -0.019 -0.006 0.055 0.155
H -2.683 -0.190 -4.717 -0.057 -0.065 0.060 0.622
H -1.751 1.251 -4.228 -0.089 -0.198 0.006 -0.150
H -2.479 0.211 -2.982 -0.029 -0.064 0.052 0.084
```
Positions in Å, forces in eV/Å.

Properties
**E_tot**: -6430.11654 Ha

# 4
Formula: C14H40CdO15
Source: the OMol25 dataset
Level of theory: ωB97M-V/def2-TZVPD

The geometry in XYZ format:
```
70
Properties=species:S:1:pos:R:3:forces:R:3:mulliken_spin:R:1
Cd 3.541 -3.503 0.098 0.658 0.588 0.057 -0.027
C -0.235 -0.605 -0.200 1.315 -0.407 0.907 -0.005
C 0.675 -1.744 -0.733 -0.888 -0.024 0.657 0.058
O 1.670 -2.364 0.069 -2.015 1.527 -1.172 0.795
H 0.450 0.143 0.199 -0.268 0.333 0.072 0.007
H -0.925 -0.910 0.588 0.241 -0.277 0.134 0.005
H -0.862 -0.144 -0.962 0.405 -0.260 -0.417 0.004
H 1.076 -1.413 -1.691 0.969 -0.071 -0.400 0.058
H 0.041 -2.566 -1.066 -0.002 -0.698 -0.201 0.063
O 4.750 -1.906 0.370 -0.461 -0.242 0.087 0.039
H 4.163 -1.190 0.683 0.414 -0.360 -0.203 -0.001
C 3.904 2.746 1.411 0.627 0.390 0.602 0.000
C 4.000 1.273 1.169 -0.155 0.052 1.115 -0.002
O 3.041 1.124 0.123 0.197 -2.179 -1.011 0.003
C 2.870 2.267 -0.556 -1.475 1.083 -1.616 -0.002
O 2.346 2.384 -1.679 1.824 0.002 4.154 0.000
O 3.250 3.267 0.250 0.269 0.363 -0.795 0.000
H 4.912 3.147 1.516 -0.323 0.535 -0.079 0.000
H 3.321 2.910 2.317 -0.133 0.574 -0.289 0.000
H 3.710 0.758 2.085 -0.621 -0.340 -0.302 0.000
H 5.016 0.914 1.008 -0.109 -0.002 -1.161 0.001
C -2.271 3.380 -1.152 -1.739 -1.051 0.897 0.000
C -2.307 4.123 -2.454 0.887 0.407 -1.613 0.000
O -1.234 5.050 -2.350 0.699 0.241 1.616 0.000
C -0.580 4.855 -1.164 2.074 2.351 0.116 0.000
O 0.382 5.535 -0.834 -2.480 -2.209 -0.466 0.000
O -1.177 3.867 -0.431 1.295 0.837 -0.454 0.000
H -2.219 2.296 -1.251 0.416 -0.055 -0.286 0.000
H -3.155 3.522 -0.529 -0.176 0.337 -0.119 0.000
H -3.195 4.695 -2.724 -0.172 -0.343 0.336 0.000
H -1.962 3.541 -3.309 -0.766 -0.577 -0.016 0.000
O 2.437 -1.852 -3.809 0.274 -0.805 0.570 0.005
H 1.715 -2.475 -3.884 -0.107 -0.265 -0.310 0.000
H 2.010 -0.999 -3.728 0.078 1.066 -0.077 -0.002
O -0.236 -4.457 1.155 0.254 -0.314 -0.249 0.016
H 0.384 -3.906 0.676 -0.039 0.113 0.026 -0.009
H -0.728 -3.845 1.702 -0.245 0.171 0.340 -0.001
O -2.584 -3.169 -1.433 0.110 -0.146 0.280 0.002
H -1.756 -2.732 -1.630 0.000 0.076 -0.174 -0.003
H -3.246 -2.646 -1.886 -0.279 0.111 -0.168 0.000
O 2.320 -1.452 2.671 0.807 -0.025 0.006 0.001
H 2.413 -1.439 1.718 -0.231 0.172 -0.042 -0.011
H 1.405 -1.220 2.826 -0.537 -0.283 0.198 0.004
C -3.522 -1.532 2.274 -1.301 0.857 -0.742 0.000
C -4.742 -2.458 2.307 0.827 2.259 -0.810 0.000
O -4.294 -3.511 3.062 -0.588 -1.809 0.650 0.000
H -3.770 -0.591 1.783 0.014 0.037 -0.526 0.000
H -2.676 -1.996 1.767 0.159 0.040 0.499 0.000
H -3.419 -1.182 3.301 0.827 -0.535 0.141 0.000
H -5.136 -2.801 1.350 0.354 0.158 -0.365 0.000
H -5.530 -1.839 2.738 -0.438 -0.351 0.511 0.000
H -4.823 -4.241 2.732 0.207 -0.637 0.618 0.000
C -0.240 0.786 3.262 0.393 -0.075 1.213 0.000
C -0.060 -0.213 4.425 -0.377 0.296 -0.163 0.000
O -0.284 -1.545 3.934 0.569 0.172 -0.066 0.000
H 0.711 0.761 2.730 -0.279 -0.132 -0.701 0.000
H -0.271 1.805 3.647 -0.353 0.055 0.032 0.000
H -1.119 0.556 2.659 0.192 0.110 -0.061 0.000
H -0.641 -0.038 5.331 -0.485 0.185 -0.315 0.000
H 0.964 -0.080 4.775 0.236 -0.559 -0.053 0.000
H -1.078 -1.936 4.305 -0.031 0.169 0.113 0.000
C -0.075 -0.129 -5.096 1.101 -0.011 0.326 0.000
C 0.213 1.007 -4.061 0.344 -1.138 -0.461 -0.001
O 1.601 0.906 -3.615 -1.812 -0.790 -1.536 0.002
H 0.632 -0.092 -5.924 0.004 0.500 -0.106 0.000
H -1.065 -0.240 -5.537 -0.137 0.552 0.397 0.000
H 0.186 -1.099 -4.672 -0.335 -0.075 0.365 0.000
H -0.417 0.869 -3.183 -0.310 0.042 0.112 0.000
H -0.032 1.974 -4.501 0.323 0.138 -0.002 0.000
H 1.756 1.601 -2.971 0.305 0.146 0.378 0.001
```
Positions in Å, forces in eV/Å.

Properties
**E_tot**: -1853.28424 Ha
**Net charge**: +1
**Multiplicity**: 2